DFT (ωB97M-V with the def2-TZVPD basis set) results for a cluster of 2 separate species, CH2N2S2 in total in a non-equilibrium geometry.

Properties
Molecular weight (g mol⁻¹): 106.17
LUMO level (spin up / spin down) (eV): -1.771 / -2.316
Charge: 0
ΔE to the lowest compared entry with this formula, charge and spin (kJ/mol): 361.87
Gap between HOMO and LUMO (spin up / spin down) (eV): 7.4103 / 6.5286
Maximum force (hartree/bohr): 0.07553

Each line ends with the Mulliken charge.
Geometry (Å):
C  -0.6207  -1.5378  0.1968  0.31
N  -2.8560  -0.8085  0.1910  -0.67
N  -1.7197  -1.2155  -0.1082  0.37
S  3.8532  -0.1463  0.0664  -0.17
S  0.9185  -1.8801  0.0149  -0.24
H  -3.4623  -0.4701  -0.6921  0.26
H  3.5698  0.0889  -1.1719  0.14

Forces on the atoms, in the same order (eV/Å):
2.3 -0.5 -1.0
-3.4 1.4 -1.1
-0.7 0.4 -0.4
0.2 -0.3 1.4
-0.1 -0.1 0.6
2.1 -1.1 2.0
-0.3 0.3 -1.4

=====

DFT (ωB97M-V with the def2-TZVPD basis set) results for the molecule C6H11N in a non-equilibrium geometry.

Properties
Molecular weight (g mol⁻¹): 97.16
LUMO level (eV): 0.852
Charge: 0
ΔE to the lowest compared entry with this formula, charge and spin (kJ/mol): 227.56
Gap between HOMO and LUMO (eV): 8.1639
Maximum force (hartree/bohr): 0.09014
SMILES: C=CC(N)=C(C)C

Each line ends with the Mulliken charge.
Geometry (Å):
C  1.7951  1.9866  -0.9999  -0.83
C  0.7365  1.0923  -0.9113  -0.34
C  0.5545  0.1290  0.0763  0.88
N  1.3891  0.1816  1.1799  -0.56
C  -0.5787  -0.6342  0.0595  0.68
C  -0.7754  -1.8490  0.9142  -1.56
C  -1.7833  -0.2702  -0.8940  -1.49
H  1.9801  2.7656  -1.7570  0.27
H  2.5440  1.9489  -0.1765  0.19
H  0.0992  0.7935  -1.7718  0.25
H  1.8134  1.0616  1.5200  0.19
H  1.0014  -0.3336  1.9637  0.18
H  -1.4574  -1.4931  1.8491  0.31
H  0.1105  -2.2116  1.4662  0.34
H  -1.3943  -2.6870  0.5071  0.35
H  -2.6760  -0.5825  -0.3111  0.39
H  -1.8383  0.8298  -0.8504  0.39
H  -1.5203  -0.7278  -1.8640  0.34

Forces on the atoms, in the same order (eV/Å):
-1.2 -1.2 1.0
2.1 2.2 -3.5
-1.7 -0.3 2.4
1.1 -0.7 1.6
0.0 -0.4 -1.2
-1.9 0.9 3.2
1.7 -0.1 2.1
-0.4 -0.9 0.2
-0.6 0.3 -0.7
0.5 1.4 0.3
-0.7 -0.9 -0.9
0.3 0.2 -0.1
1.1 -0.7 -1.8
-0.2 -0.1 -0.8
0.8 0.8 -0.1
0.3 -0.4 -1.1
-0.1 -0.5 -0.8
-1.2 0.4 0.2

=====

DFT (ωB97M-V with the def2-TZVPD basis set) results for a structure of composition H30N3O17S2Zn in a non-equilibrium geometry.

Properties
Molecular weight (g mol⁻¹): 473.77
⟨S²⟩: 0.751
LUMO level (spin up / spin down) (eV): -1.577 / -1.604
Charge: 0
Gap between HOMO and LUMO (spin up / spin down) (eV): 2.1776 / 6.2182
2S+1: 2
Maximum force (hartree/bohr): 0.10055

Each line ends with the Löwdin spin population.
Geometry (Å):
Zn  -30.8772  0.6388  -9.5248  0.01
N  -31.5082  -1.0384  -3.6215  0.08
H  -30.9688  -0.8511  -2.7884  0.11
H  -31.9901  -0.1551  -3.7086  0.04
H  -32.0917  -1.8308  -3.3938  0.02
H  -30.8656  -1.1220  -4.3962  0.01
N  -31.4782  -2.6839  -7.6630  0.00
H  -32.4522  -2.4176  -7.6427  0.00
H  -31.3267  -3.5930  -7.2497  0.00
H  -30.8247  -2.1036  -7.1568  0.00
H  -31.2799  -2.8172  -8.6443  0.00
N  -28.7203  2.0121  -3.6283  0.13
H  -29.0960  2.9210  -3.3983  0.05
H  -27.8300  2.1261  -4.0913  0.04
H  -29.4181  1.6202  -4.2444  0.02
H  -28.5655  1.4548  -2.8003  0.12
S  -29.8032  0.0378  -6.3492  0.09
O  -28.3419  0.1085  -6.2024  0.01
O  -30.4505  0.9635  -5.4445  0.05
O  -30.2086  0.3243  -7.7389  0.01
O  -30.2465  -1.2813  -6.0022  0.01
S  -33.8560  -0.4635  -8.6589  0.00
O  -32.5508  -0.1979  -9.2317  0.00
O  -34.8275  -0.7720  -9.6786  0.00
O  -33.6593  -1.5561  -7.7095  0.00
O  -34.3361  0.6609  -7.9166  0.00
O  -27.0453  -1.1869  -8.4004  0.00
H  -26.4757  -0.5147  -8.7745  0.00
H  -27.6146  -0.7100  -7.7964  0.00
O  -30.0124  -1.0975  -10.2089  0.00
H  -30.4316  -1.8994  -10.5211  0.00
H  -29.3099  -0.9333  -10.8380  0.00
O  -31.0998  3.3870  -5.9860  0.02
H  -30.8470  2.4742  -5.8476  0.00
H  -31.9586  3.4639  -5.5701  0.00
O  -28.9345  -3.7838  -5.6505  0.01
H  -29.6399  -4.4005  -5.8461  0.00
H  -29.3184  -2.9216  -5.8101  0.00
O  -25.8814  0.6909  -6.5680  0.01
H  -25.6308  0.9897  -5.6939  0.00
H  -26.7711  0.3545  -6.4607  0.00
O  -33.0340  0.1554  -5.4690  0.02
H  -32.1743  0.5030  -5.7065  0.00
H  -33.5020  0.0837  -6.3009  0.00
O  -31.5438  2.5128  -8.7977  0.00
H  -31.4087  2.9707  -7.9681  0.00
H  -31.7727  3.2042  -9.4189  0.00
O  -29.2610  1.6028  -10.2139  0.00
H  -28.8973  2.4554  -10.4527  0.00
H  -28.6903  0.9685  -10.6476  0.00
O  -27.3429  -1.1647  -4.1362  0.06
H  -27.7448  -0.5924  -4.7897  0.00
H  -28.0757  -1.4700  -3.6014  0.03

Forces on the atoms, in the same order (eV/Å):
-1.9 0.3 1.3
0.2 0.6 1.8
1.0 -0.1 0.9
-1.2 0.2 -0.7
-0.5 -0.2 -0.6
0.1 -0.7 -0.9
1.9 -3.2 -1.2
-2.6 1.6 0.4
-0.3 -0.5 0.1
0.2 1.2 0.1
0.3 0.3 -0.1
0.5 1.0 0.0
-0.1 0.7 0.6
0.6 0.0 -0.6
-0.5 -1.0 -0.7
-0.3 -0.8 1.0
1.9 1.2 -2.4
-1.2 0.5 -0.4
-0.3 1.1 1.2
0.9 -0.1 1.2
-0.3 -2.4 1.1
-5.2 -0.1 0.1
4.1 0.4 -2.4
0.5 -0.9 -1.1
0.2 -2.1 1.0
0.4 2.2 1.5
-0.3 -0.4 -0.9
0.4 0.1 0.2
-0.2 0.1 0.4
0.4 0.1 -0.4
-0.5 -0.1 -0.2
0.5 -0.4 -0.1
0.0 1.2 -0.7
0.1 -0.6 0.1
-0.4 0.1 0.1
0.1 -0.4 0.0
-0.1 -0.4 0.1
0.1 0.6 0.1
0.9 0.5 -0.3
0.2 0.0 0.2
0.0 0.0 0.1
0.3 -0.1 1.2
-0.1 0.3 -0.1
-0.9 0.1 -0.7
0.1 0.2 -1.2
0.2 0.1 1.3
-0.4 0.2 -0.2
0.5 -0.3 -0.6
-0.2 0.6 0.1
0.5 0.0 0.0
0.6 -0.1 0.7
-0.1 0.0 -0.4
-0.2 -0.2 0.3